25
Properties=species:S:1:pos:R:3 method="wB97M-V/def2-TZVPD" energy_ha=-1654.45895 total_charge=-2
Au 0.61 -1.06 -0.34
O 0.62 -4.35 1.06
P 1.99 -3.88 0.31
O 2.93 -3.43 1.36
O 1.54 -2.85 -0.75
O 2.41 -5.17 -0.46
P 2.96 -5.58 -2.00
O 3.31 -4.09 -2.56
O 1.80 -6.16 -2.71
O 4.23 -6.31 -1.83
H 0.79 -4.26 2.00
H 2.61 -3.47 -2.31
C -0.29 0.65 -0.01
C -0.83 1.71 0.20
C -1.49 2.96 0.45
C -2.02 3.72 -0.60
C -2.66 4.92 -0.36
C -2.79 5.41 0.94
C -2.26 4.67 1.99
C -1.62 3.46 1.75
H -1.93 3.34 -1.61
H -3.07 5.49 -1.19
H -3.29 6.35 1.12
H -2.35 5.03 3.00
H -1.21 2.89 2.57